The following is a DFT calculation (the ωB97M-V functional and the def2-TZVPD basis) of a single C21H21ClN2O3 molecule.

## Properties
Spin multiplicity ... 1
E_tot ... -1608.2772 hartree
Gap between HOMO and LUMO ... 8.548 eV
E_HOMO ... -0.2888 Eh
ΔE to the lowest compared entry with this formula, charge and spin ... 50.3 kcal per mole

Each line ends with the Mulliken charge.
Atoms and positions in Å:
C: 5.7785 1.6769 1.8681  -0.727
C: 6.4903 2.0395 0.8183  0.008
C: 6.4145 1.4117 -0.5447  -0.734
N: 5.7670 0.1208 -0.5580  -0.177
C: 4.5190 -0.0597 -1.0363  0.239
O: 3.8885 0.8118 -1.5928  -0.675
C: 3.9960 -1.4959 -0.8724  0.112
C: 3.9334 -1.9369 0.5878  -0.987
C: 2.5314 -1.5305 1.0351  0.571
O: 2.1813 -1.4257 2.1887  -0.694
N: 1.7824 -1.3443 -0.0808  0.163
C: 0.4261 -0.9839 -0.1212  0.393
C: -0.1991 -0.3985 0.9740  -1.032
C: -1.5344 -0.0410 0.9237  -0.265
C: -2.2775 -0.2582 -0.2301  0.617
O: -3.5917 0.0584 -0.3936  -0.273
C: -4.2978 0.6001 0.7059  -0.915
C: -5.7424 0.7213 0.3042  0.181
C: -6.3164 1.9606 0.0563  -0.432
C: -7.6412 2.0697 -0.3276  -0.671
C: -8.4131 0.9303 -0.4759  -0.384
C: -7.8602 -0.3158 -0.2406  -0.504
C: -6.5332 -0.4141 0.1454  0.433
Cl: -5.8632 -1.9787 0.4360  -0.213
C: -1.6519 -0.8439 -1.3300  -0.693
C: -0.3227 -1.2025 -1.2781  -0.234
C: 2.5290 -1.5690 -1.3054  -1.220
H: 5.8727 2.1787 2.8151  0.288
H: 5.0562 0.8786 1.8277  0.093
H: 7.1897 2.8618 0.8843  0.334
H: 7.4236 1.3125 -0.9608  0.399
H: 5.8306 2.0592 -1.2083  0.311
H: 6.2302 -0.6271 -0.0671  0.336
H: 4.6290 -2.1487 -1.4793  0.511
H: 4.0151 -3.0229 0.6793  0.372
H: 4.6803 -1.4884 1.2410  0.403
H: 0.3590 -0.2259 1.8783  0.405
H: -1.9774 0.4133 1.7959  0.394
H: -3.8959 1.5881 0.9687  0.503
H: -4.2102 -0.0644 1.5778  0.483
H: -5.7125 2.8490 0.1671  0.345
H: -8.0690 3.0430 -0.5136  0.383
H: -9.4468 1.0078 -0.7767  0.368
H: -8.4503 -1.2117 -0.3542  0.412
H: -2.2340 -1.0119 -2.2221  0.411
H: 0.1236 -1.6608 -2.1458  0.378
H: 2.2898 -2.5501 -1.7322  0.425
H: 2.3040 -0.7828 -2.0312  0.559

---

The following is a DFT calculation (the ωB97M-V functional and the def2-TZVPD basis) of a single C7H12OS molecule in a non-equilibrium geometry.

## Properties
Spin multiplicity ... 1
E_tot ... -747.1436 hartree
Gap between HOMO and LUMO (alpha / beta) ... 7.282 / 7.638 eV
E_HOMO (alpha / beta) ... -0.2580 / -0.2613 Eh
ΔE to the lowest compared entry with this formula, charge and spin ... 117.5 kcal per mole

Each line ends with the Mulliken charge.
Atoms and positions in Å:
C: -2.3099 -0.0394 0.4914  -0.400
C: 0.6083 -0.1223 0.8595  -1.049
C: -1.5100 -1.0919 -0.1462  -0.501
C: -0.1755 -1.3157 0.6861  -0.602
C: 3.1149 0.3056 0.2537  -0.395
C: 1.6812 0.2884 -0.1190  0.141
C: -1.1902 1.9637 -0.9286  -0.819
O: 2.4092 1.4926 0.1568  -0.433
S: -1.5601 1.3936 0.7673  -0.004
H: -3.0033 -0.3002 1.3705  0.307
H: 0.7404 0.1967 1.7992  0.664
H: -1.9884 -2.0953 -0.0778  0.372
H: -1.1593 -0.8052 -1.1706  0.171
H: 0.3626 -2.0139 0.1669  0.451
H: -0.5657 -1.7867 1.6566  0.308
H: 3.5913 0.1196 1.3223  0.240
H: 3.7371 0.0102 -0.5763  0.254
H: 1.4182 0.2685 -1.1749  0.397
H: -1.1717 1.2789 -1.7613  0.300
H: -1.9785 2.7675 -1.2550  0.315
H: -0.1655 2.4369 -1.0661  0.282

---

The following is a DFT calculation (the ωB97M-V functional and the def2-TZVPD basis) of a molecular structure, C5H3BrCl3O2 in a non-equilibrium geometry.

## Properties
Spin multiplicity ... 1
E_tot ... -4297.3452 hartree
Gap between HOMO and LUMO ... 6.573 eV
E_HOMO ... -0.1311 Eh
Charge ... -1

Each line ends with the Mulliken charge.
Atoms and positions in Å:
C: 0.5974 -0.2018 2.7883  -0.969
C: 0.8015 0.7564 1.9739  0.792
C: -0.6069 0.3619 0.4813  0.098
C: -0.8480 -0.3702 -1.2921  -0.987
C: 0.1868 -0.0827 -2.3007  0.607
O: -1.6344 0.8935 0.7776  -0.452
O: 1.3126 1.7763 1.6367  -0.535
Cl: 0.2236 1.6443 -2.7212  -0.158
Cl: 0.0546 -1.0593 -3.8116  -0.186
Cl: 1.7644 -0.4643 -1.5860  -0.143
Br: -1.1727 -2.2194 -0.8856  -0.145
H: -0.0863 -1.0607 2.5872  0.231
H: 1.1038 -0.1815 3.7375  0.296
H: -1.6965 0.2076 -1.3854  0.552